[1]
11
Properties=species:S:1:pos:R:3 method="wB97M-V/def2-TZVPD" charge=+1 homo_lumo_gap_ev=13.69 e_above_lowest_kcal_mol=16.41 energy_ha=-172.6238
H 0.068 -0.357 0.305
N -0.319 -0.429 -0.672
H 0.550 1.110 -1.813
C -0.454 0.886 -1.265
H -0.621 1.511 -0.516
H -1.268 -0.697 -0.564
O 0.707 -0.403 1.714
H 1.386 0.219 2.038
H 0.338 -0.885 2.516
H 0.051 -1.054 -1.330
H -1.200 1.057 -2.056

---

[2]
114
Properties=species:S:1:pos:R:3 method="wB97M-V/def2-TZVPD" charge=0 homo_lumo_gap_ev=6.96 energy_ha=-2831.1537
C -0.952 -5.648 2.320
H 0.124 1.052 4.685
H 2.851 2.965 -5.949
C 5.632 1.132 5.801
H -0.327 -1.375 -1.218
C 7.502 2.619 7.368
H -9.178 -2.457 -1.757
H -4.420 -3.541 -0.992
H -0.510 -1.323 2.605
C -1.368 -4.230 2.362
H 4.875 0.636 5.205
C -8.830 -3.453 -2.003
C -0.677 -0.212 2.903
C 1.472 3.123 -2.488
N 2.637 0.391 4.986
H 1.965 -1.458 4.160
H 8.258 3.115 7.963
H -1.006 1.469 -5.724
H 1.243 3.700 -4.701
H -0.075 -0.752 4.980
C 8.388 0.811 -5.676
C -3.683 -4.933 2.761
H 2.249 1.361 4.974
O -0.737 3.056 2.102
H 2.185 -0.079 2.851
H -1.565 2.165 3.940
C 7.273 0.007 -6.220
C -1.253 3.142 3.441
H -0.459 4.667 0.125
C -2.800 -3.947 2.594
H 0.628 5.130 -1.979
H 3.253 1.186 -6.174
C -3.267 -6.351 2.719
H 9.015 2.231 -4.232
C 5.773 0.971 -4.537
C -0.316 0.691 1.624
H -0.018 0.957 -1.327
H 1.658 1.857 -6.811
N -3.989 1.469 1.889
C -1.104 1.371 -1.338
O -9.429 -6.221 -4.144
H -7.411 -7.050 -2.741
O 8.796 0.654 7.344
H -5.665 -1.120 -1.132
O 4.339 3.098 5.826
O -4.073 -7.250 2.869
H -1.754 -0.146 3.277
C 6.888 1.775 -3.993
C -2.429 4.267 3.618
C -0.087 3.669 -0.333
C -3.675 0.210 -1.252
H 2.271 0.009 5.887
H 0.100 -5.837 2.149
C -2.841 1.672 1.599
C -3.855 -2.555 -1.081
H -0.206 0.279 -6.904
C -4.508 -1.135 -1.167
H 5.146 -0.449 -5.981
C -2.121 0.149 -1.255
H -6.343 -5.672 -0.965
C 0.831 0.450 -4.834
H -2.917 4.158 4.657
H -0.384 3.554 4.097
C -2.628 3.253 -0.439
N -3.645 3.856 -0.700
C -1.834 -6.634 2.487
O -0.562 -3.330 2.212
H -0.152 -0.029 0.752
C -1.206 2.488 -0.216
C 7.772 1.214 6.995
H 0.917 3.361 0.162
H 0.731 1.147 1.843
O 1.098 -0.653 -4.247
H 6.169 4.263 7.249
O -7.160 -3.286 -0.354
C 5.952 0.148 -5.572
H -1.193 -0.352 -5.419
C 0.289 4.026 -1.871
C -0.457 0.452 -5.790
C 0.279 0.029 4.193
H -1.921 5.312 3.620
O 7.437 -0.742 -7.165
H 6.966 -0.512 5.920
H -1.546 -7.678 2.460
O 6.725 2.524 -3.048
C -1.482 -1.303 -1.216
C -7.187 -5.316 -1.543
C -1.279 1.936 1.335
C 1.838 -0.335 3.909
H -10.246 -3.835 -3.534
H 4.812 1.087 -4.051
H 9.349 0.695 -6.162
C -9.402 -4.191 -2.955
C -8.909 -5.548 -3.274
C 5.362 2.537 6.174
C -2.298 -2.620 -1.130
C -7.759 -6.055 -2.496
H -1.224 1.826 -2.400
C 1.034 2.790 -4.028
C -7.680 -3.960 -1.225
H -4.735 -4.743 2.932
H -0.105 2.593 -4.116
H 2.455 3.734 -2.556
C 6.753 0.516 6.184
C 8.209 1.634 -4.642
N 1.742 1.595 -4.592
H -1.699 -3.607 -1.083
C 2.384 1.903 -5.924
H -3.215 4.200 2.789
H -0.655 3.931 -2.524
H -3.088 -2.903 2.621
H -4.204 1.235 -1.303
C 6.382 3.235 6.986
H 1.660 2.153 -1.914

---

[3]
77
Properties=species:S:1:pos:R:3 method="wB97M-V/def2-TZVPD" charge=+1 homo_lumo_gap_ev=7.04 e_above_lowest_kcal_mol=24.79 energy_ha=-3676.3778
H 5.273 1.362 -1.203
H 8.060 -1.498 0.100
C -4.073 -2.845 0.269
O -5.202 2.733 -1.296
N 0.220 -4.282 5.904
O -5.019 3.350 -3.362
O -1.295 -2.505 -1.166
H -1.358 5.536 -0.417
C -2.067 3.999 -1.746
O -4.784 -1.821 2.222
N -5.345 2.566 -2.496
O 0.334 -3.140 6.321
H 2.876 1.883 -1.842
C 1.765 -0.262 -3.002
H 2.785 -2.026 -2.104
H -0.636 -1.233 4.327
H -0.396 -3.887 3.944
H -1.057 4.393 1.559
N -0.489 0.113 1.567
C 0.737 0.294 3.740
H 0.376 -1.184 -4.378
C -0.029 0.782 2.574
O 0.390 -2.340 -2.598
C 0.450 -1.084 -3.283
H -0.084 4.425 -0.889
H 3.371 3.217 -2.877
H -5.347 0.477 -2.568
C 2.993 -1.151 -2.743
H 1.711 0.721 3.993
C -0.733 -4.496 4.779
H 3.824 -0.611 -2.257
H -6.037 1.279 -4.010
C -1.145 4.463 -0.586
H 7.111 -3.010 0.274
O 5.265 -0.716 0.887
O 0.812 -5.248 6.325
H 3.395 -1.536 -3.699
C -1.275 1.076 0.741
O 5.791 -1.278 -1.133
H 0.497 2.902 2.901
H -2.846 4.759 -1.913
O -6.145 -3.177 1.226
N 5.983 -1.262 0.065
H 0.697 -0.738 5.546
H 1.400 -0.970 -0.407
Cl -1.807 0.569 -0.873
H -4.505 -2.542 -0.681
O 3.414 1.889 -5.054
H -1.718 -4.185 5.121
H -2.214 1.188 1.323
H -6.965 1.244 -2.482
H -0.377 -0.413 -2.984
H 7.236 -1.867 1.644
H -2.474 3.530 0.947
C -0.535 2.420 0.895
H -0.730 -5.548 4.517
H -3.188 -2.260 0.493
C 2.946 1.501 -4.056
C -0.174 -2.241 -1.357
H -2.604 3.063 -1.530
C 7.196 -1.966 0.565
H -1.333 2.381 2.897
C 3.459 2.125 -2.743
C -5.975 1.288 -2.927
C 0.748 -1.824 -0.164
H 0.457 2.435 0.414
H 1.428 -2.683 0.007
C 0.240 -0.619 4.560
O 1.939 0.564 -4.151
C -1.401 3.717 0.754
H 1.546 0.319 -2.080
Cl -1.163 3.835 -3.311
C -0.314 2.299 2.476
H -3.845 -3.907 0.274
S -0.222 -1.587 1.370
S 5.268 1.835 -2.482
N -5.088 -2.594 1.327

---

[4]
64
Properties=species:S:1:pos:R:3 method="wB97M-V/def2-TZVPD" charge=0 homo_lumo_gap_ev=6.18 e_above_lowest_kcal_mol=39.81 energy_ha=-5368.6295
C -2.044 -2.005 -3.081
H 5.497 -2.128 -1.255
C 3.691 -2.659 -0.211
C -3.370 -1.898 -3.506
F 0.010 4.377 -2.602
S 1.704 -3.313 -4.222
C 2.699 -3.106 -2.741
H 2.662 0.801 -0.058
H -3.918 0.539 5.242
C -0.186 5.467 -0.513
C 4.105 -2.978 -2.555
C -1.857 0.223 4.824
H 4.965 1.127 0.584
C 1.845 1.249 1.908
H 4.786 -3.249 -3.368
C 1.817 -2.964 -1.653
C 4.452 1.490 2.712
C -0.010 4.031 1.438
O -3.709 -3.649 1.758
C -3.258 -3.086 0.789
H 1.644 -2.795 0.537
C -0.206 4.300 -1.279
C 3.445 1.884 3.580
C -3.108 0.715 4.540
H 1.276 1.823 3.929
C -3.588 -1.932 -4.869
C -0.226 5.282 0.871
H -4.586 -1.961 -5.275
H 0.125 -0.037 4.052
F 0.002 6.662 -1.049
C 0.262 -2.849 -3.303
H -0.427 -2.688 -5.964
Br -0.416 1.534 -2.048
C 2.327 -2.891 -0.312
C 4.526 -2.566 -1.325
N 0.447 -2.804 -1.980
C 0.064 2.869 0.651
C -0.851 0.340 3.838
H 5.461 1.496 3.134
C -2.537 -2.216 -5.790
H -4.239 -1.761 -2.845
F -0.217 6.355 1.699
C -2.374 1.457 2.368
P 0.168 1.089 1.231
H 4.283 -2.681 0.720
O -5.329 -1.651 0.034
C -1.043 -2.497 -3.868
H -2.800 -2.346 -6.847
C -0.214 3.037 -0.727
H -4.362 1.857 3.217
F 0.135 3.922 2.772
O -1.927 -2.933 0.458
O -3.351 -1.043 -0.711
C 2.886 1.052 0.960
La -1.151 -1.191 -0.688
H 3.612 2.370 4.519
C -1.235 -2.403 -5.274
C 4.203 1.213 1.368
H -2.527 1.767 1.326
C -4.100 -1.832 -0.062
C 2.097 1.654 3.187
H -1.543 -0.190 5.816
C -3.376 1.364 3.333
C -1.113 0.953 2.585

---

[5]
47
Properties=species:S:1:pos:R:3 method="wB97M-V/def2-TZVPD" charge=0 homo_lumo_gap_ev=9.39 e_above_lowest_kcal_mol=45.21 energy_ha=-1127.6538
H 2.031 -2.912 0.005
H -0.286 -2.678 -0.887
O -0.594 0.473 -1.782
H -0.688 -1.542 4.115
H 0.113 2.009 2.227
H -1.987 -2.253 0.337
H -2.354 -1.019 -0.617
O -1.678 -1.659 -0.350
H 3.967 -1.987 -0.846
H 1.753 1.196 -2.865
O 2.768 -2.777 0.629
H 2.316 0.020 1.652
O 1.280 2.007 -2.551
H 2.008 1.151 -0.640
O -4.076 -0.235 -1.091
O 1.963 -0.558 -2.799
O 0.020 1.309 1.588
H -4.262 0.649 -0.738
H -2.609 2.261 -0.701
H -0.726 -1.254 2.331
H 2.747 -0.611 -2.165
H 2.289 -0.841 -3.659
H 3.745 -0.550 -0.523
H -0.223 3.787 -0.478
H -2.587 0.386 1.541
O 0.645 -2.736 -1.178
H 0.103 -0.116 -1.489
H -3.104 1.451 2.794
N -2.020 -0.078 3.599
H -3.401 3.022 0.370
H 2.518 -1.973 1.130
H -0.684 0.396 -2.713
H 2.313 1.487 0.856
H -2.051 -2.129 3.133
C -1.307 -1.337 3.242
H -4.182 -0.210 -2.044
O -3.279 2.151 -0.005
C -2.501 0.541 2.622
O 1.809 -0.673 2.108
H 0.916 -0.349 1.928
O 3.980 -1.110 -1.276
H -0.675 1.514 0.942
H 1.813 2.768 -2.795
H -0.198 2.427 -1.121
O -0.732 2.969 -0.499
O 2.707 1.249 0.014
H 0.863 -1.994 -1.750

---

[6]
12
Properties=species:S:1:pos:R:3 method="wB97M-V/def2-TZVPD" charge=0 homo_lumo_gap_ev=10.18 e_above_lowest_kcal_mol=100.71 energy_ha=-265.3751
C 0.864 -0.565 -0.371
C 0.578 0.882 -0.079
H 1.081 1.771 -0.441
H 1.633 -1.013 -0.987
N -1.482 -0.447 0.577
H -1.091 -1.462 -1.335
H 1.299 -0.137 1.799
C -0.680 -0.816 -0.564
H -0.972 -0.534 1.454
N 1.261 0.054 0.827
C -0.962 0.605 -0.268
H -1.646 1.297 -0.750